Below is C3H7NS in the gas phase, with properties calculated with the ωB97M-V functional and the def2-TZVPD basis.

```
12
Properties=species:S:1:pos:R:3:forces:R:3:nbo_charge:R:1
C 1.729 -0.141 -0.036 8.171 -1.648 2.525 -0.412
N 0.516 0.169 -0.512 -3.655 -2.845 -4.191 -0.602
C -0.661 0.000 0.261 -1.472 -2.348 3.107 -0.345
C -1.901 0.633 -0.150 -3.611 1.731 -1.065 -0.185
S -3.387 -0.242 -0.152 3.074 2.307 -0.136 -0.024
H 2.252 -0.626 -0.919 0.496 1.464 0.850 0.193
H 2.453 0.648 0.483 -1.823 -0.878 -1.409 0.186
H 1.977 -1.027 0.634 -1.537 0.545 0.147 0.168
H 0.540 -0.719 -1.227 -1.659 3.318 1.433 0.368
H -1.019 -1.092 0.641 1.405 1.870 -1.192 0.192
H -0.691 0.524 1.244 1.163 -0.055 -0.009 0.241
H -1.807 1.874 -0.268 -0.551 -3.461 -0.060 0.220
```
Positions in Å, forces in eV/Å.

## Properties
Multiplicity: 1
E_tot in Eh: -571.30510
Max |F| in hartree/bohr: 0.1694
Total charge: 0
SMILES string: CNCC=S
Energy relative to the best compared isomer or geometry (same formula, charge and spin) in eV: 3.642
E_LUMO in hartree: -0.015

Below is C7H10N2O3 in the gas phase, with properties calculated with the ωB97M-V functional and the def2-TZVPD basis.

```
22
Properties=species:S:1:pos:R:3:forces:R:3:nbo_charge:R:1
O -0.357 1.756 -2.796 1.582 0.787 -1.542 -0.322
N -0.843 1.248 -1.854 -2.946 -0.498 1.859 0.535
O -2.064 1.021 -1.767 1.188 -0.038 0.046 -0.426
C -0.011 0.937 -0.625 1.871 0.090 -0.052 -0.181
C 0.510 -0.576 -0.693 -1.781 2.199 -0.829 0.229
N 1.343 -1.040 -1.485 1.631 -1.914 -2.051 -0.117
O 1.924 -0.177 -2.438 -0.452 1.027 0.445 -0.587
C -0.229 -1.342 0.363 1.166 -1.171 1.023 -0.260
C 0.662 -0.936 1.614 -1.628 0.315 -1.535 -0.396
C 0.397 0.548 1.697 3.500 1.014 -4.593 -0.377
C -0.765 0.858 0.744 0.069 -0.631 -0.063 -0.247
C -1.487 -0.495 0.609 -0.395 -1.327 0.971 -0.415
H 0.930 1.626 -0.706 -2.034 -1.037 0.246 0.267
H 2.309 -0.632 -3.224 -0.663 -0.523 1.480 0.495
H -0.283 -2.484 0.269 -0.090 1.864 -0.296 0.252
H 1.673 -1.176 1.405 0.909 -0.438 0.340 0.221
H 0.257 -1.303 2.506 -0.250 -1.481 1.303 0.208
H 0.281 0.898 2.636 -0.410 1.199 3.019 0.215
H 1.369 1.077 1.188 -2.092 -0.789 1.766 0.188
H -1.382 1.641 1.182 0.054 0.411 -0.956 0.247
H -2.266 -0.519 -0.148 0.340 0.039 -0.216 0.255
H -1.968 -0.929 1.525 0.430 0.902 -0.363 0.215
```
Positions in Å, forces in eV/Å.

## Properties
Multiplicity: 1
E_tot in Eh: -607.76340
Max |F| in hartree/bohr: 0.1140
Total charge: 0
SMILES string: O=[N+]([O-])[C@@H]1/C(=N\O)[C@H]2CC[C@@H]1C2
Energy relative to the best compared isomer or geometry (same formula, charge and spin) in eV: 6.369
E_LUMO in hartree: 0.017

Below is a gas-phase ion, CH6NO (charge +1), with properties calculated with the ωB97M-V functional and the def2-TZVPD basis.

```
9
Properties=species:S:1:pos:R:3:forces:R:3:nbo_charge:R:1
N 0.223 -0.890 -0.577 -3.638 2.153 0.099 -0.821
C 0.260 0.693 0.190 -1.242 0.693 -4.534 0.192
O -0.861 0.893 0.789 -3.633 -0.614 3.806 -0.666
H -0.606 -1.326 -0.073 2.263 -0.473 0.283 0.448
H -0.381 -0.742 -1.435 1.981 -0.029 0.186 0.443
H 1.140 -1.332 -0.705 -0.769 -0.430 0.022 0.460
H 1.104 0.662 0.755 2.644 -0.157 1.355 0.188
H 0.190 1.447 -0.714 1.078 -1.801 1.540 0.223
H -1.068 0.595 1.770 1.314 0.658 -2.757 0.533
```
Positions in Å, forces in eV/Å.

## Properties
Multiplicity: 1
E_tot in Eh: -171.37794
Max |F| in hartree/bohr: 0.1030
Total charge: +1
SMILES string: [NH3+]CO
Energy relative to the best compared isomer or geometry (same formula, charge and spin) in eV: 1.335
E_LUMO in hartree: -0.144

Below is a molecular structure, C31H36ClO3PdSSeSi2, with properties calculated with the ωB97M-V functional and the def2-TZVPD basis.

```
76
Properties=species:S:1:pos:R:3:forces:R:3:mulliken_charge:R:1
Pd 0.008 -0.988 0.612 -0.093 0.263 -0.208 0.099
C -0.938 0.496 3.835 -0.031 0.070 0.102 -1.095
Si 0.012 -0.869 2.975 -0.017 0.046 -0.113 1.243
C -0.663 -2.450 3.741 0.039 -0.076 -0.004 -1.341
C 1.838 -0.767 3.462 0.036 -0.068 0.033 0.344
C 2.252 -0.748 4.798 -0.025 0.046 0.009 -0.636
C 3.596 -0.755 5.136 0.016 0.004 -0.017 -0.661
C 4.558 -0.794 4.132 -0.010 -0.009 0.017 -0.693
C 4.162 -0.822 2.805 0.004 0.055 0.009 -0.506
C 2.807 -0.802 2.453 0.067 -0.009 -0.010 0.321
Si 2.302 -0.879 0.633 -0.022 0.050 0.171 0.857
C 3.191 0.507 -0.251 0.040 -0.046 -0.137 -1.049
C 2.877 -2.509 -0.076 -0.001 -0.090 0.022 -1.163
H -1.024 0.275 4.904 0.033 -0.073 0.000 0.517
H -1.948 0.553 3.422 0.005 0.046 0.048 0.202
H -0.472 1.473 3.727 -0.034 -0.095 0.067 0.156
H -0.246 -2.573 4.745 -0.028 0.043 0.017 0.509
H -0.412 -3.336 3.158 0.034 -0.024 0.035 0.261
H -1.750 -2.392 3.823 -0.006 -0.018 -0.012 0.295
H 1.511 -0.728 5.592 -0.006 0.000 -0.008 0.344
H 3.897 -0.737 6.177 0.000 0.005 0.001 0.373
H 5.611 -0.808 4.388 0.000 0.002 -0.001 0.369
H 4.926 -0.858 2.033 -0.011 0.000 -0.008 0.297
H 4.262 0.409 -0.040 0.003 -0.032 -0.033 0.370
H 2.859 1.486 0.085 0.037 0.013 0.024 0.335
H 3.040 0.432 -1.329 -0.014 0.015 0.003 0.106
H 3.890 -2.722 0.281 0.001 -0.005 -0.016 0.413
H 2.873 -2.457 -1.165 -0.004 -0.020 -0.005 0.256
H 2.221 -3.325 0.228 -0.006 0.008 0.013 0.236
C -0.811 0.718 -8.707 0.020 -0.032 0.127 -0.942
C -0.393 -0.680 -9.071 0.012 -0.022 0.055 0.661
O -1.122 -1.491 -9.561 0.046 0.035 -0.176 -0.518
S 1.355 -1.099 -8.671 -0.129 -0.174 0.049 -0.142
C 1.110 -1.151 -6.902 0.078 0.200 -0.080 -0.326
C 0.308 -2.133 -6.330 0.008 -0.008 0.024 -0.238
C 0.096 -2.143 -4.962 0.002 -0.020 -0.025 -0.588
C 0.690 -1.185 -4.130 -0.023 0.009 0.059 0.316
C 1.504 -0.212 -4.722 0.014 0.018 -0.045 -0.444
C 1.707 -0.191 -6.092 0.000 -0.030 0.057 -0.384
C 0.476 -1.193 -2.718 0.055 -0.025 -0.014 0.245
C 0.310 -1.180 -1.510 -0.112 0.008 0.071 -0.755
H -1.807 0.922 -9.094 -0.009 -0.019 0.011 0.327
H -0.084 1.437 -9.083 -0.016 -0.001 -0.022 0.304
H -0.812 0.795 -7.618 -0.001 0.048 -0.012 0.256
H -0.151 -2.884 -6.961 -0.002 0.001 -0.007 0.449
H -0.532 -2.903 -4.515 0.001 0.002 0.006 0.458
H 1.963 0.538 -4.092 0.001 -0.010 0.012 0.411
H 2.330 0.574 -6.539 -0.015 0.007 -0.010 0.408
Cl -2.636 -5.231 1.895 0.009 0.014 -0.014 -0.227
C -2.677 -4.068 0.532 -0.066 -0.023 0.061 -0.678
C -1.750 -2.892 0.784 0.241 -0.060 0.175 0.710
O -2.235 -1.765 1.006 -0.237 -0.261 -0.281 -0.654
O -0.505 -3.117 0.732 0.003 0.144 -0.040 -0.641
H -3.701 -3.722 0.434 0.005 -0.003 -0.003 0.340
H -2.355 -4.607 -0.353 -0.001 0.014 -0.016 0.310
C -4.115 4.719 3.483 -0.013 -0.001 0.023 -1.531
C -3.116 3.876 2.737 0.007 -0.008 -0.013 0.685
C -3.524 2.906 1.836 0.022 -0.030 0.027 -1.082
C -2.615 2.129 1.119 -0.037 0.005 -0.035 0.454
C -3.149 1.149 0.111 0.033 0.001 -0.007 -1.436
C -1.246 2.324 1.331 0.056 0.080 0.017 1.082
Se 0.055 1.419 0.246 0.107 -0.068 0.092 0.017
C -0.810 3.309 2.232 -0.014 0.125 -0.070 0.397
C 0.650 3.582 2.479 0.027 -0.010 -0.004 -1.496
C -1.751 4.066 2.918 -0.010 -0.021 -0.008 -0.818
H -5.126 4.329 3.364 0.003 -0.003 -0.001 0.351
H -4.109 5.749 3.120 0.005 -0.001 -0.004 0.312
H -3.888 4.750 4.551 0.005 -0.005 -0.002 0.348
H -4.586 2.742 1.676 -0.002 0.003 0.008 0.283
H -4.176 0.878 0.358 -0.008 0.007 -0.021 0.392
H -2.558 0.240 0.061 -0.059 0.040 0.021 0.072
H -3.141 1.599 -0.886 0.022 -0.002 -0.006 0.290
H 1.219 2.661 2.608 -0.034 -0.030 0.034 0.165
H 0.772 4.207 3.365 0.013 0.006 -0.007 0.379
H 1.101 4.099 1.628 -0.012 -0.006 -0.006 0.390
H -1.407 4.818 3.623 -0.002 0.002 0.000 0.326
```
Positions in Å, forces in eV/Å.

## Properties
Multiplicity: 1
E_tot in Eh: -5395.41085
Max |F| in hartree/bohr: 0.0088
Total charge: -1
Energy relative to the best compared isomer or geometry (same formula, charge and spin) in eV: 1.218
E_LUMO in hartree: 0.081

Below is C5H9N3O4 in the gas phase, with properties calculated with the ωB97M-V functional and the def2-TZVPD basis.

```
21
Properties=species:S:1:pos:R:3:forces:R:3:nbo_charge:R:1
C 0.235 2.324 -1.793 -1.184 -0.804 -0.118 -0.268
O 1.030 1.137 -1.650 1.666 1.655 -0.196 -0.500
C 0.844 0.411 -0.572 -4.008 -3.782 -1.295 0.348
C -0.499 -0.803 -0.722 4.027 4.352 1.825 0.281
N -0.706 -1.682 -1.699 0.129 0.638 0.659 -0.799
N -0.819 -1.001 0.619 -0.416 -0.303 -2.246 -0.014
O -1.721 -1.908 0.859 0.212 -0.205 1.173 -0.629
C -0.198 -0.141 1.459 0.926 2.257 -1.083 0.482
O -0.402 0.133 2.800 0.385 0.120 -1.745 -0.529
C -0.126 -1.023 3.691 -2.465 1.456 -1.023 -0.246
N 0.558 0.819 0.678 -1.426 -1.571 4.704 -0.106
O 0.983 1.937 1.447 0.139 -0.305 -1.051 -0.520
H -0.718 1.928 -2.144 -0.113 0.385 -0.991 0.184
H 0.684 3.132 -2.374 0.130 -0.656 -0.161 0.205
H -0.094 2.701 -0.861 0.404 0.619 1.364 0.186
H -0.641 -1.525 -2.679 0.044 0.608 -0.175 0.409
H -0.931 -2.575 -1.397 -0.571 -2.078 0.463 0.400
H 0.125 -0.630 4.664 0.595 0.109 0.037 0.193
H 0.623 -1.522 3.117 0.362 -1.303 0.553 0.200
H -1.171 -1.402 3.761 1.251 -1.013 0.012 0.220
H 0.777 1.681 2.378 -0.086 -0.178 -0.707 0.501
```
Positions in Å, forces in eV/Å.

## Properties
Multiplicity: 1
E_tot in Eh: -660.84171
Max |F| in hartree/bohr: 0.1207
Total charge: 0
SMILES string: COc1c(N)[n+]([O-])c(OC)n1O
Energy relative to the best compared isomer or geometry (same formula, charge and spin) in eV: 7.178
E_LUMO in hartree: 0.014

Q: Look up the total charge of the third one.
A: +1

Q: Which of these has the lowest total charge?
A: C31H36ClO3PdSSeSi2

Q: Number 3 is which compound?
A: CH6NO

Q: energy relative to the best compared isomer or geometry (same formula, charge and spin) of number 4 (C31H36ClO3PdSSeSi2)?
A: 1.218 eV